[1]
Computed, not measured: C17H20N6O4S in the gas phase in a non-equilibrium geometry, with ωB97M-V/def2-TZVPD.

## Properties
- HOMO level (eV) = -8.6
- charge = 0
- SMILES string = CN(C)CCCNS(=O)(=O)c1ccc(-n2nnc3ccccc32)c([N+](=O)[O-])c1
- spin multiplicity = 1
- HOMO-LUMO gap (eV) = 7.611

Geometry as XYZ:
```
48
C17H20N6O4S, DFT ωB97M-V/def2-TZVPD
C -6.42294 -1.52144 0.14360
N -6.19641 -0.09262 0.06811
C -6.79776 0.45719 -1.13057
C -4.78314 0.24341 0.14161
C -4.22510 0.07571 1.55551
C -2.79673 0.60743 1.66014
N -1.85431 -0.11252 0.82521
S -1.62358 0.38517 -0.75059
O -1.95727 -0.68025 -1.64907
O -2.18942 1.68545 -0.93558
C 0.16372 0.55080 -0.73250
C 0.73732 1.78275 -0.46202
C 2.11011 1.89866 -0.38908
C 2.93140 0.78648 -0.59981
N 4.29902 0.95741 -0.45658
N 4.89057 2.10721 -0.88131
N 6.12433 2.07303 -0.66876
C 6.45230 0.89722 -0.05565
C 7.67003 0.40880 0.40973
C 7.65401 -0.81568 1.03692
C 6.46576 -1.53294 1.21936
C 5.25108 -1.06973 0.76138
C 5.26017 0.14757 0.09472
C 2.33446 -0.43775 -0.93931
N 3.10269 -1.59199 -1.34790
O 4.17029 -1.39296 -1.88393
O 2.60964 -2.68021 -1.15049
C 0.94835 -0.55178 -0.98028
H -7.49178 -1.71474 0.06744
H -5.90775 -2.07274 -0.65897
H -6.07915 -1.89874 1.10441
H -6.67874 1.53932 -1.12758
H -6.34897 0.05747 -2.05229
H -7.86196 0.22512 -1.13099
H -4.67279 1.29193 -0.14412
H -4.18767 -0.35339 -0.57118
H -4.86371 0.62197 2.25055
H -4.22905 -0.97662 1.84757
H -2.75364 1.64582 1.32920
H -2.44334 0.54647 2.69465
H -1.97371 -1.11380 0.86270
H 0.09056 2.63241 -0.31430
H 2.58413 2.84365 -0.17403
H 8.57340 0.98214 0.28377
H 8.57489 -1.23537 1.41208
H 6.50230 -2.47986 1.73598
H 4.34488 -1.63169 0.92891
H 0.49352 -1.49372 -1.24663
```


[2]
Computed, not measured: C17H20O4 in the gas phase in a non-equilibrium geometry, with ωB97M-V/def2-TZVPD.

## Properties
- HOMO level (eV) = -7.9
- charge = 0
- SMILES string = COc1cc2c(cc1OC)[C@@]13CC[C@@H](O)CC1=C[C@]2(C)O3
- spin multiplicity = 1
- HOMO-LUMO gap (eV) = 8.700

Geometry as XYZ:
```
41
C17H20O4, DFT ωB97M-V/def2-TZVPD
C 0.94241 -3.87922 2.87301
O -0.05414 -2.86457 2.83151
C -0.07036 -1.99533 1.74276
C 1.03730 -1.87764 0.80358
C 0.90084 -1.02369 -0.26952
C -0.24194 -0.30461 -0.47202
C -1.33899 -0.46096 0.36337
C -1.25254 -1.28605 1.48674
O -2.34584 -1.39481 2.32292
C -2.92980 -0.08956 2.60259
C 0.03131 0.61028 -1.63042
C -1.17492 1.27910 -2.34410
C -1.74991 2.49307 -1.54066
C -0.72686 3.18719 -0.61506
O -0.80517 2.59579 0.67479
C 0.77142 3.04352 -1.06759
C 1.11114 1.58990 -1.26195
C 2.25664 0.83652 -1.08909
C 1.84142 -0.56763 -1.36446
C 2.82886 -1.65292 -1.80944
O 0.90160 -0.25218 -2.37253
H 0.73144 -4.50702 3.78713
H 0.83985 -4.48822 2.01476
H 1.93598 -3.45565 2.94295
H 2.00256 -2.39798 0.98815
H -2.22344 0.11785 0.14221
H -3.59185 0.23365 1.83516
H -3.43681 -0.16119 3.54291
H -2.17417 0.67475 2.74127
H -1.98062 0.54716 -2.55478
H -0.78188 1.63952 -3.31116
H -2.12063 3.25365 -2.26838
H -2.62723 2.15889 -0.99091
H -0.94783 4.27857 -0.50788
H -0.41230 1.70436 0.66091
H 0.96527 3.59568 -2.00119
H 1.40496 3.44234 -0.26869
H 3.26054 1.19185 -0.79080
H 3.66720 -1.82983 -1.12331
H 2.29478 -2.61043 -1.92573
H 3.26171 -1.37417 -2.77710
```


[3]
Computed, not measured: a molecular structure, C17H21AsN5O7PdS2, with ωB97M-V/def2-TZVPD.

## Properties
- HOMO level (spin up / spin down) (eV) = -1.2 / -1.3
- charge = -2
- spin multiplicity = 2
- HOMO-LUMO gap (spin up / spin down) (eV) = 5.673 / 5.751

Geometry as XYZ:
```
54
C17H21AsN5O7PdS2, DFT ωB97M-V/def2-TZVPD
Pd -1.07933 -1.94189 -0.90299
O -0.87220 -2.69854 3.85453
As 0.03717 -3.19559 2.36246
O 0.45249 -4.75413 2.59652
O -1.02532 -2.58833 1.23932
C 1.55109 -1.95521 2.58993
C 1.75020 -1.44068 3.86985
C 2.77071 -0.53690 4.13224
C 3.61649 -0.13190 3.11094
C 3.43595 -0.64090 1.83346
C 2.41302 -1.54392 1.57147
S 2.22057 -2.10765 -0.12566
O 1.76794 -3.47715 -0.00690
O 3.52897 -1.91896 -0.73194
O 1.20295 -1.19627 -0.67733
H -1.64215 -2.25458 3.47889
H 1.07671 -1.74245 4.66039
H 2.89919 -0.14554 5.13554
H 4.41471 0.57564 3.30680
H 4.08676 -0.35927 1.01597
O -1.21323 -0.90887 -2.93643
N -2.40588 -0.82394 -3.46518
C -2.52648 -0.04716 -4.56811
C -3.71324 0.13478 -5.22637
C -4.84708 -0.51614 -4.72693
C -4.72123 -1.30047 -3.61145
C -3.49306 -1.48932 -2.93176
S -3.35278 -2.45988 -1.54783
H -1.59030 0.40316 -4.86276
H -3.74439 0.76913 -6.10090
H -5.81092 -0.40350 -5.20851
H -5.57292 -1.81780 -3.19172
C -0.31893 1.53801 -0.83973
N -0.29315 2.94539 -0.37632
C -1.67729 3.41034 -0.28564
N -2.50559 2.59985 0.61384
C -2.45812 1.20470 0.12104
N -1.10134 0.70421 0.05755
C -0.50637 0.74398 1.38442
N -0.49185 2.12550 1.91852
C 0.27034 2.95066 0.97891
C -1.86789 2.61596 1.93612
H 0.69525 1.14255 -0.88751
H -0.75650 1.49182 -1.83930
H -2.12112 3.38522 -1.28448
H -1.68030 4.44518 0.07491
H -2.90450 1.16413 -0.87617
H -3.04537 0.56900 0.78707
H 0.51491 0.36912 1.32528
H -1.07247 0.09503 2.05452
H 1.29337 2.57170 0.93446
H 0.28825 3.98235 1.34826
H -1.87324 3.64468 2.31378
H -2.45361 1.98980 2.61365
```


[4]
Computed, not measured: a molecular structure, C17H21AsN5S6W in a non-equilibrium geometry, with ωB97M-V/def2-TZVPD.

## Properties
- HOMO level (eV) = -10.1
- charge = +1
- spin multiplicity = 1
- HOMO-LUMO gap (eV) = 5.629

Geometry as XYZ:
```
51
C17H21AsN5S6W, DFT ωB97M-V/def2-TZVPD
W 0.12726 1.24655 -0.29628
N 4.15292 0.39836 -0.69413
C 4.78192 1.66542 -0.51773
C 5.97103 1.77212 0.18117
C 6.52047 3.02761 0.39297
C 5.87435 4.16709 -0.06635
C 4.67590 4.05626 -0.75638
C 4.15445 2.79643 -0.99709
S 2.70688 2.54729 -1.97039
N 2.04329 1.22085 -1.08385
C 2.82666 0.26737 -0.69153
C 2.13738 -0.96491 -0.24912
C 2.77841 -2.14924 0.02219
C 2.02226 -3.28996 0.24608
C 0.65182 -3.19114 0.15414
C 0.08625 -1.95103 -0.08113
N 0.80431 -0.84437 -0.22841
H 4.69241 -0.39351 -0.38270
H 6.46683 0.88266 0.55569
H 7.45237 3.11293 0.93565
H 6.30213 5.14505 0.11033
H 4.15269 4.93131 -1.11886
H 3.85978 -2.19262 0.03486
H 2.49486 -4.23700 0.47125
H 0.02137 -4.06223 0.26599
H -0.98092 -1.83180 -0.16274
S -1.15013 3.31385 0.12895
As 0.98327 3.40469 0.66193
S 1.20612 1.56239 1.93427
S -0.83889 0.91513 -2.25972
S 1.88323 5.14450 1.28672
C -6.24640 -1.35611 1.93086
C -4.88434 -1.93089 1.57507
N -3.81681 -0.92083 1.63613
C -3.02741 -0.40799 0.68860
S -1.58636 0.35313 1.33133
N -3.26747 -0.43284 -0.61126
C -4.41184 -0.93163 -1.38613
C -4.14940 -2.31243 -1.97438
H -6.99098 -2.15303 1.93803
H -6.55657 -0.59445 1.21335
H -6.22950 -0.90264 2.92290
H -4.89859 -2.38324 0.59400
H -4.61513 -2.71176 2.28583
H -3.53279 -0.66379 2.56937
H -2.53649 -0.01746 -1.17106
H -4.54923 -0.21845 -2.19709
H -5.30800 -0.90987 -0.77691
H -3.30597 -2.27347 -2.66565
H -5.02232 -2.65643 -2.53097
H -3.92507 -3.04588 -1.19782
```


Question: Among the records above, which one has the lowest charge?
Answer: C17H21AsN5O7PdS2


Question: Which formula does entry 4 have?
Answer: C17H21AsN5S6W